Entry from the Open Molecules 2025 dataset: 20 unconnected molecules or ions with the total composition C65H120Cl20O45 at a distorted geometry (ωB97M-V with the def2-TZVPD basis set).

Last columns: bonded neighbours and bond lengths (Å).
CARTESIAN COORDINATES (ANGSTROEM)
1 C -1.743 5.175 2.426  C2 1.495, H8 1.097, H9 1.111, H10 1.096
2 C -2.105 3.735 2.256  C1 1.495, O3 1.401, H11 1.128, H12 1.075
3 O -1.962 3.380 0.909  C2 1.401, C4 1.316
4 C -2.977 3.686 0.129  O3 1.316, O5 1.218, O6 1.355
5 O -3.920 4.366 0.496  C4 1.218
6 O -2.927 3.050 -1.067  C4 1.355, C7 1.428
7 C -3.677 3.612 -2.145  O6 1.428, H13 1.096, H14 1.113, H15 1.064
8 H -0.711 5.325 2.088  C1 1.097
9 H -1.654 5.431 3.503  C1 1.111
10 H -2.434 5.858 1.919  C1 1.096
11 H -3.128 3.526 2.684  C2 1.128
12 H -1.467 3.110 2.856  C2 1.075
13 H -3.482 2.899 -2.954  C7 1.096
14 H -3.324 4.654 -2.306  C7 1.113
15 H -4.705 3.690 -1.882  C7 1.064
16 C 4.321 -2.531 5.738  C17 1.562, H23 1.037, H24 1.109, H25 1.127
17 C 5.129 -2.774 7.053  C16 1.562, O18 1.446, H26 1.114, H27 1.079
18 O 4.458 -3.601 8.031  C17 1.446, C19 1.355
19 C 3.394 -2.929 8.533  O18 1.355, O20 1.218, O21 1.358
20 O 3.097 -1.768 8.317  C19 1.218
21 O 2.654 -3.531 9.499  C19 1.358, C22 1.450
22 C 3.132 -4.848 9.870  O21 1.450, H28 1.080, H29 1.107, H30 1.093
23 H 4.829 -2.047 4.975  C16 1.037
24 H 3.413 -1.915 5.899  C16 1.109
25 H 3.954 -3.514 5.327  C16 1.127
26 H 5.415 -1.829 7.570  C17 1.114
27 H 6.052 -3.295 6.849  C17 1.079
28 H 3.013 -5.590 9.094  C22 1.080
29 H 2.487 -5.143 10.720  C22 1.107
30 H 4.145 -4.837 10.279  C22 1.093
31 C -5.176 2.916 -11.362  C32 1.502, H38 1.056, H39 1.082, H40 1.087
32 C -5.072 3.812 -10.161  C31 1.502, O33 1.456, H41 1.062, H42 1.085
33 O -5.261 2.965 -8.992  C32 1.456, C34 1.315
34 C -4.162 2.491 -8.446  O33 1.315, O35 1.206, O36 1.328
35 O -3.045 2.793 -8.787  C34 1.206
36 O -4.437 1.727 -7.395  C34 1.328, C37 1.449
37 C -3.203 1.412 -6.704  O36 1.449, H43 1.096, H44 1.106, H45 1.082
38 H -4.346 2.276 -11.490  C31 1.056
39 H -5.169 3.521 -12.259  C31 1.082
40 H -6.107 2.356 -11.366  C31 1.087
41 H -5.857 4.526 -10.199  C32 1.062
42 H -4.084 4.261 -10.155  C32 1.085
43 H -2.518 2.268 -6.694  C37 1.096
44 H -2.808 0.439 -7.052  C37 1.106
45 H -3.495 1.320 -5.666  C37 1.082
46 C -2.530 -8.784 7.177  C47 1.487, H53 1.085, H54 1.078, H55 1.093
47 C -3.645 -8.724 6.194  C46 1.487, O48 1.439, H56 1.105, H57 1.094
48 O -4.651 -7.867 6.764  C47 1.439, C49 1.322
49 C -4.520 -6.564 6.940  O48 1.322, O50 1.194, O51 1.351
50 O -5.356 -5.956 7.538  C49 1.194
51 O -3.386 -6.051 6.413  C49 1.351, C52 1.439
52 C -3.265 -4.623 6.540  O51 1.439, H58 1.101, H59 1.111, H60 1.071
53 H -2.926 -9.111 8.133  C46 1.085
54 H -1.914 -7.918 7.363  C46 1.078
55 H -1.756 -9.500 6.890  C46 1.093
56 H -4.131 -9.714 6.129  C47 1.105
57 H -3.295 -8.318 5.240  C47 1.094
58 H -4.219 -4.104 6.367  C52 1.101
59 H -2.477 -4.326 5.815  C52 1.111
60 H -2.964 -4.301 7.516  C52 1.071
61 C 1.149 2.109 -7.678  C62 1.502, H68 1.066, H69 1.111, H70 1.067
62 C 0.609 2.596 -6.363  C61 1.502, O63 1.406, H71 1.090, H72 1.111
63 O 0.529 1.518 -5.463  C62 1.406, C64 1.348
64 C -0.441 1.587 -4.529  O63 1.348, O65 1.200, O66 1.338
65 O -1.060 2.568 -4.221  C64 1.200
66 O -0.714 0.417 -3.942  C64 1.338, C67 1.465
67 C 0.048 -0.767 -4.349  O66 1.465, H73 1.055, H74 1.073, H75 1.122
68 H 0.556 1.324 -8.086  C61 1.066
69 H 2.177 1.711 -7.548  C61 1.111
70 H 1.189 2.986 -8.286  C61 1.067
71 H -0.372 3.051 -6.498  C62 1.090
72 H 1.326 3.310 -5.905  C62 1.111
73 H -0.422 -1.507 -3.762  C67 1.055
74 H 1.100 -0.603 -4.216  C67 1.073
75 H -0.026 -0.958 -5.452  C67 1.122
76 C -1.385 0.296 3.304  C77 1.491, H83 1.081, H84 1.117, H85 1.084
77 C -2.438 0.352 4.358  C76 1.491, O78 1.485, H86 1.074, H87 1.089
78 O -1.720 0.594 5.636  C77 1.485, C79 1.329
79 C -1.161 -0.478 6.189  O78 1.329, O80 1.201, O81 1.362
80 O -1.220 -1.617 5.811  C79 1.201
81 O -0.592 -0.099 7.367  C79 1.362, C82 1.473
82 C -0.020 -1.169 8.202  O81 1.473, H88 1.069, H89 1.070, H90 1.102
83 H -0.835 -0.629 3.206  C76 1.081
84 H -0.694 1.159 3.469  C76 1.117
85 H -1.743 0.521 2.306  C76 1.084
86 H -2.839 -0.642 4.411  C77 1.074
87 H -3.116 1.194 4.224  C77 1.089
88 H 0.722 -1.625 7.582  C82 1.069
89 H -0.818 -1.754 8.611  C82 1.070
90 H 0.538 -0.637 8.989  C82 1.102
91 C 1.102 -3.913 -1.915  C92 1.531, H98 1.089, H99 1.095, H100 1.125
92 C 0.575 -5.284 -1.485  C91 1.531, O93 1.457, H101 1.059, H102 1.080
93 O 1.235 -6.324 -2.265  C92 1.457, C94 1.353
94 C 0.799 -6.538 -3.529  O93 1.353, O95 1.212, O96 1.358
95 O -0.159 -5.986 -4.025  C94 1.212
96 O 1.472 -7.555 -4.126  C94 1.358, C97 1.382
97 C 1.119 -7.718 -5.453  O96 1.382, H103 1.086, H104 1.078, H105 1.082
98 H 2.143 -3.782 -1.625  C91 1.089
99 H 0.605 -3.165 -1.289  C91 1.095
100 H 0.823 -3.689 -2.982  C91 1.125
101 H -0.468 -5.422 -1.609  C92 1.059
102 H 0.729 -5.467 -0.431  C92 1.080
103 H 1.090 -8.780 -5.679  C97 1.086
104 H 1.871 -7.229 -6.050  C97 1.078
105 H 0.201 -7.180 -5.643  C97 1.082
106 C 6.747 2.310 6.476  C107 1.524, H113 1.108, H114 1.111, H115 1.096
107 C 7.674 1.423 5.653  C106 1.524, O108 1.443, H116 1.069, H117 1.075
108 O 7.226 1.327 4.284  C107 1.443, C109 1.314
109 C 6.811 0.198 3.756  O108 1.314, O110 1.189, O111 1.339
110 O 6.857 -0.885 4.246  C109 1.189
111 O 6.207 0.443 2.587  C109 1.339, C112 1.428
112 C 5.641 -0.701 1.947  O111 1.428, H118 1.054, H119 1.090, H120 1.121
113 H 7.275 2.498 7.431  C106 1.108
114 H 5.693 2.024 6.677  C106 1.111
115 H 6.785 3.280 5.969  C106 1.096
116 H 7.644 0.407 5.985  C107 1.069
117 H 8.695 1.759 5.618  C107 1.075
118 H 4.890 -1.098 2.571  C112 1.054
119 H 6.375 -1.495 1.812  C112 1.090
120 H 5.196 -0.430 0.955  C112 1.121
121 C -1.199 9.501 -2.219  C122 1.568, H128 1.113, H129 1.068, H130 1.067
122 C -1.684 8.537 -1.082  C121 1.568, O123 1.412, H131 1.156, H132 1.109
123 O -1.328 7.193 -1.331  C122 1.412, C124 1.353
124 C -0.228 6.706 -0.711  O123 1.353, O125 1.206, O126 1.390
125 O 0.439 7.302 0.097  C124 1.206
126 O 0.045 5.461 -1.264  C124 1.390, C127 1.430
127 C 1.124 4.783 -0.614  O126 1.430, H133 1.079, H134 1.115, H135 1.102
128 H -1.220 8.898 -3.154  C121 1.113
129 H -0.186 9.696 -1.941  C121 1.068
130 H -1.748 10.409 -2.333  C121 1.067
131 H -2.809 8.474 -0.826  C122 1.156
132 H -1.179 8.809 -0.134  C122 1.109
133 H 1.401 3.847 -1.072  C127 1.079
134 H 0.784 4.524 0.416  C127 1.115
135 H 2.019 5.419 -0.521  C127 1.102
136 C -9.828 2.483 -1.539  C137 1.521, H143 1.100, H144 1.073, H145 1.102
137 C -9.049 1.556 -2.459  C136 1.521, O138 1.462, H146 1.085, H147 1.070
138 O -7.702 2.102 -2.623  C137 1.462, C139 1.338
139 C -7.023 1.893 -3.757  O138 1.338, O140 1.177, O141 1.305
140 O -5.959 2.369 -3.923  C139 1.177
141 O -7.647 0.999 -4.474  C139 1.305, C142 1.445
142 C -7.153 0.648 -5.786  O141 1.445, H148 1.079, H149 1.081, H150 1.083
143 H -9.244 2.601 -0.615  C136 1.100
144 H -10.759 2.036 -1.246  C136 1.073
145 H -10.002 3.481 -1.974  C136 1.102
146 H -9.530 1.445 -3.425  C137 1.085
147 H -8.900 0.614 -1.974  C137 1.070
148 H -6.761 -0.357 -5.746  C142 1.079
149 H -6.381 1.329 -6.118  C142 1.081
150 H -8.031 0.665 -6.418  C142 1.083
151 C 0.441 10.926 -5.689  C152 1.505, H158 1.075, H159 1.058, H160 1.103
152 C 1.521 9.949 -6.066  C151 1.505, O153 1.432, H161 1.096, H162 1.113
153 O 0.947 8.655 -6.282  C152 1.432, C154 1.375
154 C 0.618 7.869 -5.202  O153 1.375, O155 1.197, O156 1.380
155 O 0.991 8.134 -4.096  C154 1.197
156 O -0.243 6.857 -5.574  C154 1.380, C157 1.449
157 C -0.502 5.840 -4.575  O156 1.449, H163 1.079, H164 1.102, H165 1.086
158 H -0.353 10.847 -6.408  C151 1.075
159 H 0.888 11.873 -5.843  C151 1.058
160 H 0.053 10.821 -4.662  C151 1.103
161 H 2.307 9.898 -5.303  C152 1.096
162 H 2.061 10.169 -7.014  C152 1.113
163 H -0.760 6.308 -3.638  C157 1.079
164 H 0.460 5.346 -4.358  C157 1.102
165 H -1.215 5.152 -5.019  C157 1.086
166 C 7.362 3.140 0.750  C167 1.503, H173 1.103, H174 1.070, H175 1.131
167 C 5.863 3.035 0.715  C166 1.503, O168 1.401, H176 1.059, H177 1.090
168 O 5.528 1.886 -0.013  C167 1.401, C169 1.339
169 C 4.388 1.910 -0.715  O168 1.339, O170 1.208, O171 1.340
170 O 3.725 2.909 -0.863  C169 1.208
171 O 4.050 0.678 -1.118  C169 1.340, C172 1.423
172 C 2.761 0.619 -1.718  O171 1.423, H178 1.103, H179 1.100, H180 1.093
173 H 7.697 3.371 -0.275  C166 1.103
174 H 7.761 2.234 1.155  C166 1.070
175 H 7.765 3.950 1.428  C166 1.131
176 H 5.507 3.940 0.296  C167 1.059
177 H 5.545 2.969 1.756  C167 1.090
178 H 2.736 1.091 -2.714  C172 1.103
179 H 1.998 1.134 -1.115  C172 1.100
180 H 2.423 -0.411 -1.580  C172 1.093
181 C 4.804 -2.895 -4.620  C182 1.510, H188 1.105, H189 1.091, H190 1.043
182 C 4.270 -2.060 -3.480  C181 1.510, O183 1.444, H191 1.103, H192 1.043
183 O 4.941 -2.351 -2.235  C182 1.444, C184 1.345
184 C 6.074 -1.640 -2.095  O183 1.345, O185 1.197, O186 1.345
185 O 6.539 -0.984 -2.981  C184 1.197
186 O 6.623 -1.776 -0.875  C184 1.345, C187 1.438
187 C 7.830 -1.028 -0.648  O186 1.438, H193 1.117, H194 1.088, H195 1.094
188 H 5.886 -2.866 -4.841  C181 1.105
189 H 4.268 -2.741 -5.558  C181 1.091
190 H 4.710 -3.888 -4.314  C181 1.043
191 H 3.218 -2.282 -3.236  C182 1.103
192 H 4.241 -1.024 -3.599  C182 1.043
193 H 8.268 -1.213 0.363  C187 1.117
194 H 7.642 0.044 -0.624  C187 1.088
195 H 8.673 -1.210 -1.320  C187 1.094
196 C -3.254 -2.994 3.179  C197 1.503, H203 1.103, H204 1.114, H205 1.081
197 C -2.456 -3.816 2.207  C196 1.503, O198 1.498, H206 1.108, H207 1.091
198 O -3.076 -5.179 2.160  C197 1.498, C199 1.400
199 C -2.488 -6.125 1.313  O198 1.400, O200 1.163, O201 1.408
200 O -1.473 -6.109 0.744  C199 1.163
201 O -3.443 -7.159 1.302  C199 1.408, C202 1.440
202 C -3.209 -8.189 0.323  O201 1.440, H208 1.095, H209 1.107, H210 1.083
203 H -3.273 -1.942 2.848  C196 1.103
204 H -2.801 -2.941 4.195  C196 1.114
205 H -4.283 -3.327 3.155  C196 1.081
206 H -1.367 -3.888 2.399  C197 1.108
207 H -2.602 -3.478 1.180  C197 1.091
208 H -2.179 -8.553 0.398  C202 1.095
209 H -3.321 -7.849 -0.724  C202 1.107
210 H -3.842 -9.033 0.566  C202 1.083
211 C 2.593 -2.025 2.458  C212 1.524, H218 1.087, H219 1.077, H220 1.084
212 C 1.259 -2.202 1.744  C211 1.524, O213 1.430, H221 1.073, H222 1.083
213 O 1.129 -1.059 0.895  C212 1.430, C214 1.356
214 C -0.080 -1.008 0.282  O213 1.356, O215 1.170, O216 1.331
215 O -0.894 -1.849 0.286  C214 1.170
216 O -0.196 0.203 -0.256  C214 1.331, C217 1.461
217 C -1.555 0.469 -0.723  O216 1.461, H223 1.055, H224 1.093, H225 1.111
218 H 3.404 -2.455 1.875  C211 1.087
219 H 2.730 -2.629 3.339  C211 1.077
220 H 2.796 -0.979 2.658  C211 1.084
221 H 0.463 -2.258 2.462  C212 1.073
222 H 1.260 -3.041 1.059  C212 1.083
223 H -1.433 1.347 -1.295  C217 1.055
224 H -2.138 0.616 0.189  C217 1.093
225 H -1.923 -0.396 -1.316  C217 1.111
226 C 0.598 -5.741 5.758  Cl227 1.796, Cl228 1.762, Cl229 1.759, Cl230 1.746
227 Cl 0.744 -4.217 4.818  C226 1.796
228 Cl -0.092 -5.402 7.344  C226 1.762
229 Cl -0.458 -6.845 4.886  C226 1.759
230 Cl 2.225 -6.355 5.911  C226 1.746
231 C 2.458 2.787 5.168  Cl232 1.766, Cl233 1.763, Cl234 1.822, Cl235 1.744
232 Cl 1.947 1.301 5.973  C231 1.766
233 Cl 3.826 2.420 4.118  C231 1.763
234 Cl 1.115 3.605 4.249  C231 1.822
235 Cl 2.971 3.928 6.383  C231 1.744
236 C -3.930 -2.076 -3.086  Cl237 1.756, Cl238 1.798, Cl239 1.709, Cl240 1.786
237 Cl -5.602 -2.611 -3.145  C236 1.756
238 Cl -3.096 -2.634 -4.577  C236 1.798
239 Cl -3.922 -0.373 -2.939  C236 1.709
240 Cl -3.038 -2.851 -1.748  C236 1.786
241 C 4.408 -5.401 0.946  Cl242 1.787, Cl243 1.815, Cl244 1.714, Cl245 1.748
242 Cl 5.713 -4.935 2.076  C241 1.787
243 Cl 2.839 -5.326 1.855  C241 1.815
244 Cl 4.420 -4.344 -0.403  C241 1.714
245 Cl 4.691 -7.015 0.337  C241 1.748
246 C -5.435 0.200 0.690  Cl247 1.730, Cl248 1.735, Cl249 1.738, Cl250 1.781
247 Cl -4.393 1.015 1.805  C246 1.730
248 Cl -5.793 1.210 -0.675  C246 1.735
249 Cl -4.825 -1.364 0.240  C246 1.738
250 Cl -6.983 -0.141 1.502  C246 1.781

Properties
E_tot: -411935.2646 eV
HOMO-LUMO gap: 10.6 eV